(P)
Computed, not measured: a 2-piece molecular cluster, C4H8NOS overall, with ωB97M-V with the def2-TZVPD basis set.

CARTESIAN COORDINATES (ANGSTROEM)
C: 0.15332 -1.29071 0.67011
C: 1.41339 -1.51396 0.23823
C: 0.81749 0.92705 -0.17965
C: -1.46830 -0.05483 -0.49313
N: -0.33090 0.07105 0.48215
O: 1.10555 1.97169 0.55029
S: 2.21380 -0.14433 -0.44172
H: -0.64132 -1.94342 0.88328
H: 2.05215 -2.40883 0.15360
H: 0.45533 1.33981 -1.80005
H: -1.32435 -0.83788 -1.18227
H: -2.37379 -0.20537 0.15187
H: -1.92588 0.92453 -0.87686
H: -0.68667 0.41831 1.34823
H: 0.54017 2.74689 0.49591

Values from the calculation:
Total charge = +1
E_LUMO = -3.93 eV
HOMO-LUMO gap = 9.18 eV

---

(Q)
Computed, not measured: an isolated ion of composition C4H8NOS and charge +1, with ωB97M-V with the def2-TZVPD basis set.

CARTESIAN COORDINATES (ANGSTROEM)
C: -2.34097 0.61017 0.77048
N: -1.31062 0.00853 0.23881
C: -1.51791 -1.12003 -0.70184
S: 0.28427 0.62441 0.45383
C: 2.16955 -0.44322 -0.10806
C: 3.16358 0.52947 -0.73464
O: 2.24851 -1.54567 0.22609
H: -3.26909 0.09563 0.70518
H: -2.17680 1.55303 1.22461
H: -0.90925 -2.09781 -0.46267
H: -1.25982 -0.72443 -1.62311
H: -2.53957 -1.36859 -0.59387
H: 4.04766 0.69836 -0.09193
H: 2.87092 1.55606 -1.02455
H: 3.37348 -0.12983 -1.60419

Values from the calculation:
Total charge = +1
E_LUMO = -4.69 eV
HOMO-LUMO gap = 8.86 eV
SMILES = C=[N+](C)SC(C)=O

---

(R)
Computed, not measured: an isolated ion of composition C4H8NOS and charge +1, with ωB97M-V with the def2-TZVPD basis set.

CARTESIAN COORDINATES (ANGSTROEM)
C: -0.76194 -0.68461 0.43494
C: 0.11982 1.59372 -0.45070
C: 1.49171 2.07594 -0.07838
C: -0.89301 -3.11673 0.31815
N: -0.25852 0.49816 0.06403
O: -0.33020 -1.84005 -0.06358
S: -0.68208 2.34062 -1.71725
H: -1.20557 -0.76236 1.44784
H: 1.51912 2.96843 0.62082
H: 2.03538 2.48918 -0.93862
H: 1.95369 1.25426 0.44608
H: -0.13426 -3.37773 1.10871
H: -0.83950 -3.90716 -0.44185
H: -1.86429 -3.09621 0.73925
H: -0.15035 3.56454 -1.48944

Values from the calculation:
Total charge = +1
E_LUMO = -4.14 eV
HOMO-LUMO gap = 10.41 eV

---

(S)
Computed, not measured: an isolated ion of composition C4H8NOS and charge +1, with ωB97M-V with the def2-TZVPD basis set.

CARTESIAN COORDINATES (ANGSTROEM)
C: 0.34368 -0.02331 -1.29990
C: 1.40970 -0.79124 -1.62940
C: 0.54434 -1.86391 0.63399
C: -0.35086 1.14003 0.82038
N: -0.29020 -0.11643 0.03603
O: -1.10107 2.06336 0.03936
S: 2.08156 -1.80994 -0.30973
H: 0.04866 0.88115 -1.60477
H: 2.06897 -0.86381 -2.51585
H: 0.65042 -2.06041 1.70955
H: -0.10574 -2.64816 0.10069
H: -0.67305 0.95467 1.76203
H: 0.67751 1.55230 0.89271
H: -1.25278 -0.34409 0.00664
H: -1.70692 2.52505 0.56401

Values from the calculation:
Total charge = +1
E_LUMO = -4.91 eV
HOMO-LUMO gap = 8.70 eV

---

Stability summary - winner: (R); margin: 14.8 kcal/mol.